DFT (ωB97M-V with the def2-TZVPD basis set) results for a molecular structure, C37H42IKN8O6PSe2 in a non-equilibrium geometry.

Last column: Mulliken charge in e.
CARTESIAN COORDINATES (ANGSTROEM)
K (-1.320, 0.288, 0.213)  0.64
C (-3.042, 3.943, 1.013)  -1.32
C (-1.561, 3.952, 1.229)  0.83
N (-0.891, 5.036, 0.965)  -0.63
C (0.456, 5.031, 1.129)  -0.69
C (1.149, 3.969, 1.627)  -0.02
C (2.643, 4.010, 1.542)  -1.00
O (3.076, 3.399, 0.314)  -0.60
C (0.448, 2.785, 1.990)  1.74
C (0.986, 1.810, 2.901)  -1.24
N (0.563, 0.597, 3.001)  0.76
C (0.621, -0.075, 4.204)  -0.35
C (0.191, 0.551, 5.387)  -0.16
C (0.124, -0.137, 6.585)  -0.82
C (0.479, -1.477, 6.651)  -0.62
C (0.917, -2.118, 5.500)  -0.65
C (0.984, -1.424, 4.305)  0.17
I (1.678, -2.418, 2.603)  0.23
C (-0.957, 2.713, 1.713)  0.21
O (-1.678, 1.702, 1.922)  -1.09
H (-3.359, 4.919, 0.652)  0.36
H (-3.560, 3.698, 1.943)  0.37
H (-3.324, 3.175, 0.290)  0.13
H (0.977, 5.916, 0.782)  0.26
H (3.134, 3.463, 2.351)  0.45
H (2.988, 5.046, 1.570)  0.33
H (2.389, 3.616, -0.368)  0.07
H (1.712, 2.180, 3.643)  0.51
H (-0.130, 1.583, 5.322)  0.49
H (-0.223, 0.376, 7.474)  0.38
H (0.412, -2.022, 7.583)  0.38
H (1.206, -3.160, 5.531)  0.38
O (-3.766, -7.912, 0.344)  -0.61
N (-2.894, -7.353, -0.294)  0.99
O (-2.222, -7.900, -1.148)  -0.59
C (-2.623, -5.937, 0.003)  -0.09
C (-2.990, -5.511, 1.228)  -0.59
C (-2.716, -4.178, 1.653)  1.32
C (-3.143, -3.711, 2.908)  -0.81
C (-2.870, -2.420, 3.256)  -1.40
C (-2.162, -1.622, 2.343)  0.06
N (-1.734, -2.028, 1.167)  0.57
C (-2.012, -3.302, 0.813)  -0.78
C (-1.610, -3.775, -0.498)  -0.32
N (-0.947, -2.904, -1.260)  0.44
C (-0.715, -3.204, -2.513)  -0.17
C (-1.093, -4.426, -3.082)  -1.23
C (-1.693, -5.371, -2.290)  -0.56
C (-1.960, -5.070, -0.941)  0.36
H (-3.489, -6.195, 1.900)  0.51
H (-3.685, -4.376, 3.570)  0.43
H (-3.181, -2.003, 4.204)  0.55
H (-1.933, -0.595, 2.619)  0.46
H (-0.230, -2.435, -3.107)  0.40
H (-0.912, -4.618, -4.131)  0.41
H (-1.964, -6.331, -2.697)  0.50
O (0.099, 2.618, -5.160)  -0.58
C (-1.090, 3.200, -4.645)  -1.54
C (-1.605, 2.579, -3.336)  2.93
C (-3.057, 3.065, -3.176)  -1.64
O (-3.959, 2.491, -4.101)  -0.67
C (-1.522, 1.041, -3.425)  -1.06
Se (-2.859, -0.035, -2.399)  -0.62
C (-0.850, 3.121, -2.112)  -0.44
Se (1.121, 3.366, -2.279)  -0.31
H (0.779, 2.802, -4.489)  0.26
H (-1.859, 3.073, -5.408)  0.58
H (-0.941, 4.276, -4.479)  0.25
H (-3.081, 4.149, -3.331)  0.56
H (-3.384, 2.862, -2.150)  0.57
H (-4.047, 1.562, -3.808)  0.34
H (-0.523, 0.735, -3.105)  -0.54
H (-1.620, 0.737, -4.465)  0.58
H (-1.054, 2.461, -1.265)  -0.84
H (-1.233, 4.107, -1.844)  0.72
C (3.916, 1.183, -1.792)  -0.60
N (3.458, 0.757, -0.400)  0.49
C (4.223, -0.466, 0.018)  -0.72
N (4.092, -1.519, -0.949)  0.10
C (4.535, -1.045, -2.259)  -0.99
N (3.797, 0.114, -2.729)  0.13
C (2.385, -0.190, -3.015)  -0.64
P (1.430, -0.811, -1.539)  1.90
C (1.986, 0.497, -0.362)  0.42
C (2.723, -2.059, -1.025)  -0.70
H (4.959, 1.488, -1.681)  0.34
H (3.286, 2.025, -2.081)  0.00
H (3.607, 1.588, 0.208)  0.27
H (3.840, -0.783, 0.988)  0.27
H (5.272, -0.175, 0.105)  0.37
H (4.423, -1.857, -2.978)  0.40
H (5.594, -0.779, -2.189)  0.31
H (2.338, -0.939, -3.808)  0.47
H (1.890, 0.717, -3.371)  0.06
H (1.723, 0.219, 0.663)  -0.75
H (1.490, 1.438, -0.635)  -0.32
H (2.721, -2.880, -1.746)  0.54
H (2.451, -2.483, -0.059)  -0.28

Computed properties:
Frontier orbital gap, eV: 4.511
Calculated total energy, eV: -227662.746
Highest occupied orbital energy, eV: -3.7
Lowest unoccupied orbital energy, eV: 0.80
ΔE to the lowest compared entry with this formula, charge and spin, kcal per mole: 19.5
Charge: -1

DFT (ωB97M-V with the def2-TZVPD basis set) results for a molecular structure, C37H42MoN7O7S3 in a non-equilibrium geometry.

Last column: Löwdin spin population.
CARTESIAN COORDINATES (ANGSTROEM)
Mo (1.408, 0.938, -1.368)  2.01
O (-0.049, -2.830, 0.958)  0.00
C (-0.748, -3.566, 0.107)  0.00
C (-1.157, -4.895, 0.350)  0.00
C (-1.838, -5.602, -0.634)  0.00
C (-1.935, -5.062, -1.929)  0.00
C (-1.542, -3.766, -2.193)  0.00
C (-0.931, -2.991, -1.189)  0.00
C (-0.278, -1.701, -1.506)  -0.01
O (0.183, -0.940, -0.562)  0.00
N (-0.030, -1.444, -2.773)  -0.01
N (0.666, -0.346, -2.988)  0.01
C (0.760, 0.143, -4.219)  0.12
C (1.370, 1.465, -4.424)  0.03
C (1.327, 2.120, -5.695)  0.01
C (2.080, 3.288, -5.872)  0.02
C (2.751, 3.854, -4.795)  0.02
C (2.770, 3.229, -3.543)  0.02
N (2.054, 2.080, -3.357)  0.04
H (0.169, -1.914, 0.385)  0.00
H (-1.039, -5.275, 1.376)  0.00
H (-2.316, -6.535, -0.396)  0.00
H (-2.402, -5.630, -2.718)  0.00
H (-1.562, -3.331, -3.198)  0.00
H (0.295, -0.402, -5.051)  0.01
H (0.876, 1.591, -6.537)  0.00
H (2.041, 3.731, -6.873)  0.00
H (3.261, 4.823, -4.846)  0.00
H (3.240, 3.672, -2.640)  0.00
C (-6.207, 5.115, -0.019)  0.00
C (-5.045, 4.320, -0.548)  0.00
C (-5.092, 2.942, -0.423)  0.00
C (-4.053, 2.122, -0.898)  0.00
C (-3.011, 2.766, -1.545)  0.00
C (-2.935, 4.175, -1.669)  0.00
C (-3.942, 4.924, -1.119)  0.00
S (-1.690, 1.847, -2.223)  0.01
O (-1.255, 2.539, -3.419)  0.00
O (-2.122, 0.468, -2.221)  0.00
N (-0.427, 2.029, -1.162)  0.04
C (-0.354, 3.152, -0.268)  0.00
C (0.893, 3.064, 0.601)  0.01
O (0.906, 3.643, 1.700)  0.01
O (1.889, 2.341, 0.067)  0.05
H (-5.899, 6.107, 0.328)  0.00
H (-6.639, 4.608, 0.877)  0.00
H (-7.027, 5.202, -0.751)  0.00
H (-5.920, 2.447, 0.157)  0.00
H (-4.070, 1.046, -0.793)  0.00
H (-2.048, 4.551, -2.165)  0.00
H (-3.932, 6.011, -1.075)  0.00
H (-1.208, 3.142, 0.438)  0.00
H (-0.493, 4.109, -0.770)  0.00
S (-2.711, 0.140, 2.278)  0.00
C (-3.400, -0.767, 3.516)  0.00
N (-3.852, -2.026, 3.547)  0.00
C (-4.465, -2.562, 4.774)  0.00
C (-4.652, -1.366, 5.704)  0.00
S (-3.785, 0.021, 5.054)  0.00
H (-3.580, -2.589, 2.749)  0.00
H (-3.797, -3.327, 5.238)  0.00
H (-5.385, -3.105, 4.565)  0.00
H (-4.343, -1.573, 6.739)  0.00
H (-5.673, -1.043, 5.788)  0.00
C (0.087, 0.528, 4.770)  0.00
N (1.269, 1.324, 4.650)  0.00
C (2.337, 0.721, 4.018)  0.00
N (3.354, 1.570, 3.776)  0.00
O (2.414, -0.496, 3.668)  0.00
H (0.456, -0.528, 4.961)  0.00
H (-0.533, 0.509, 3.845)  0.00
H (-0.539, 0.849, 5.661)  0.00
H (1.153, 2.327, 4.631)  0.00
H (3.370, 2.570, 4.028)  0.00
H (4.158, 1.224, 3.309)  0.00
C (5.233, -0.490, -0.180)  -0.02
C (3.977, -1.118, -0.883)  -0.03
C (4.394, -1.296, -2.374)  0.00
C (2.937, -0.086, -0.588)  -0.34
C (3.655, -2.442, -0.155)  -0.02
C (4.149, -3.631, -0.663)  0.00
C (3.996, -4.811, 0.015)  0.00
C (3.338, -4.815, 1.251)  0.00
C (2.966, -3.627, 1.834)  0.00
C (3.117, -2.417, 1.148)  0.00
H (5.542, 0.417, -0.689)  0.00
H (6.044, -1.224, -0.179)  0.00
H (4.987, -0.273, 0.842)  0.00
H (4.685, -0.278, -2.744)  0.00
H (3.598, -1.653, -3.050)  0.00
H (5.272, -1.895, -2.523)  0.00
H (2.907, 0.180, 0.493)  -0.01
H (4.635, -3.652, -1.659)  0.00
H (4.386, -5.752, -0.387)  0.00
H (3.149, -5.745, 1.753)  0.00
H (2.546, -3.642, 2.837)  0.00
H (2.863, -1.523, 1.661)  0.00

Computed properties:
Frontier orbital gap (spin up / spin down), eV: 6.088 / 6.009
Calculated total energy, eV: -98175.915
Highest occupied orbital energy (spin up / spin down), eV: -4.1 / -4.2
Lowest unoccupied orbital energy (spin up / spin down), eV: 1.99 / 1.77
⟨S²⟩: 2.31
ΔE to the lowest compared entry with this formula, charge and spin, kcal per mole: 0.0
Charge: -1
Spin multiplicity: 3

DFT (ωB97M-V with the def2-TZVPD basis set) results for a molecular structure, C37H43BrCl5GeN3O9W in a non-equilibrium geometry.

Last column: Löwdin spin population.
CARTESIAN COORDINATES (ANGSTROEM)
W (0.723, 0.020, -0.039)  0.84
C (-2.703, -0.833, -3.013)  0.00
C (-1.201, -1.084, -3.077)  0.00
C (-0.631, -0.588, -4.401)  0.00
C (-0.932, -2.574, -2.954)  0.00
O (-0.553, -0.346, -1.977)  0.02
Ge (-0.811, 1.517, -1.966)  0.01
O (-1.307, 1.242, -0.153)  0.03
C (-2.622, 1.668, 0.354)  0.01
C (-3.231, 2.689, -0.600)  0.00
C (-2.481, 2.282, 1.741)  0.00
C (-3.540, 0.463, 0.466)  0.00
O (1.101, 1.678, -1.337)  0.02
C (2.037, 2.319, -2.326)  0.01
C (3.499, 1.882, -2.202)  0.00
C (1.927, 3.820, -2.111)  0.00
C (1.579, 1.959, -3.737)  0.00
H (-3.188, -1.309, -3.867)  0.00
H (-2.932, 0.235, -3.061)  0.00
H (-3.114, -1.256, -2.100)  0.00
H (-1.044, -1.180, -5.219)  0.00
H (0.454, -0.699, -4.412)  0.00
H (-0.882, 0.459, -4.585)  0.00
H (-1.199, -2.937, -1.966)  0.00
H (-1.554, -3.093, -3.685)  0.00
H (0.110, -2.805, -3.183)  0.00
H (-2.564, 3.541, -0.760)  0.00
H (-4.161, 3.061, -0.169)  0.00
H (-3.463, 2.250, -1.572)  0.00
H (-2.009, 3.264, 1.723)  0.00
H (-1.919, 1.619, 2.399)  0.00
H (-3.480, 2.403, 2.163)  0.00
H (-3.519, -0.132, -0.443)  0.00
H (-4.563, 0.803, 0.641)  0.00
H (-3.249, -0.161, 1.308)  0.00
H (4.022, 2.413, -1.416)  0.00
H (3.992, 2.137, -3.141)  0.00
H (3.605, 0.816, -2.049)  0.00
H (0.936, 4.191, -2.390)  0.00
H (2.132, 4.081, -1.076)  0.00
H (2.666, 4.319, -2.741)  0.00
H (1.602, 0.880, -3.874)  0.00
H (2.261, 2.411, -4.457)  0.00
H (0.579, 2.330, -3.957)  0.00
C (0.178, 6.093, 0.947)  0.00
C (0.370, 4.734, 1.561)  0.00
C (0.621, 4.557, 2.915)  0.00
C (0.743, 3.281, 3.438)  0.00
C (0.698, 2.240, 2.527)  0.00
Br (0.643, 0.428, 2.977)  0.01
N (0.544, 2.374, 1.231)  0.02
C (0.308, 3.595, 0.771)  0.00
H (0.076, 6.859, 1.714)  0.00
H (-0.713, 6.120, 0.318)  0.00
H (1.033, 6.355, 0.320)  0.00
H (0.675, 5.418, 3.570)  0.00
H (0.851, 3.098, 4.498)  0.00
H (0.098, 3.674, -0.287)  0.00
O (-2.172, -2.289, -0.165)  0.00
C (-1.612, -1.951, 0.835)  0.00
O (-0.571, -1.066, 0.816)  0.02
C (-2.061, -2.328, 2.198)  0.00
C (-1.205, -2.412, 3.282)  0.00
C (-1.682, -2.682, 4.570)  0.00
C (-3.037, -2.840, 4.706)  0.00
O (-3.744, -3.080, 5.842)  0.00
C (-5.122, -3.167, 5.450)  0.00
O (-5.177, -2.997, 4.030)  0.00
C (-3.892, -2.785, 3.620)  0.00
C (-3.444, -2.540, 2.354)  0.00
H (-0.144, -2.313, 3.128)  0.00
H (-1.014, -2.759, 5.418)  0.00
H (-5.688, -2.372, 5.936)  0.00
H (-5.516, -4.146, 5.719)  0.00
H (-4.110, -2.531, 1.502)  0.00
C (1.399, -5.845, -1.088)  0.00
N (1.574, -4.412, -1.337)  0.00
C (2.415, -3.951, -2.283)  0.01
C (2.643, -2.626, -2.472)  0.00
C (1.938, -1.793, -1.583)  0.00
O (2.016, -0.504, -1.525)  -0.01
N (1.124, -2.222, -0.660)  -0.01
C (0.862, -3.556, -0.474)  0.00
O (0.113, -4.013, 0.357)  0.00
H (2.057, -6.396, -1.753)  0.00
H (0.364, -6.130, -1.260)  0.00
H (1.646, -6.065, -0.052)  0.00
H (2.895, -4.705, -2.894)  0.00
H (3.309, -2.244, -3.229)  0.00
Cl (2.239, -2.546, 1.936)  0.00
C (3.277, -1.298, 1.342)  0.00
C (2.767, -0.055, 0.931)  0.00
C (3.730, 0.963, 0.964)  0.01
Cl (3.313, 2.648, 1.024)  0.00
C (5.109, 0.712, 1.045)  0.00
Cl (6.250, 1.998, 0.979)  0.00
C (5.571, -0.585, 1.180)  0.00
Cl (7.248, -0.927, 1.201)  0.00
C (4.640, -1.591, 1.394)  0.00
Cl (5.188, -3.184, 1.738)  0.00

Computed properties:
Frontier orbital gap (spin up / spin down), eV: 6.213 / 6.536
Calculated total energy, eV: -252956.206
Highest occupied orbital energy (spin up / spin down), eV: -10.3 / -10.3
Lowest unoccupied orbital energy (spin up / spin down), eV: -4.10 / -3.78
⟨S²⟩: 0.76
ΔE to the lowest compared entry with this formula, charge and spin, kcal per mole: 58.4
Charge: +1
Spin multiplicity: 2

DFT (ωB97M-V with the def2-TZVPD basis set) results for a molecular structure, C37H43F4InN6O3SSe.

Last column: Mulliken charge in e.
CARTESIAN COORDINATES (ANGSTROEM)
In (-0.975, -2.702, -1.338)  1.21
C (3.189, 3.882, -3.152)  -1.01
C (3.039, 3.232, -1.786)  -1.09
N (1.923, 2.266, -1.739)  0.40
C (2.191, 0.960, -1.858)  -0.30
C (1.267, -0.049, -1.816)  -0.31
C (1.848, -1.443, -1.940)  0.27
O (3.033, -1.551, -2.176)  -0.75
O (1.044, -2.439, -1.725)  -0.53
C (-0.102, 0.283, -1.636)  1.99
O (-1.069, -0.527, -1.636)  -1.15
C (-0.395, 1.708, -1.460)  0.71
C (-1.709, 2.122, -1.220)  -0.82
C (-2.002, 3.447, -1.094)  0.64
F (-3.285, 3.816, -0.913)  -0.33
C (-1.018, 4.441, -1.194)  -1.54
C (0.282, 4.030, -1.412)  -0.82
C (0.612, 2.676, -1.542)  -0.13
N (-1.294, 5.830, -1.087)  0.26
C (-1.027, 6.646, -2.263)  -0.48
C (-0.743, 8.075, -1.850)  -0.71
N (-1.930, 8.597, -1.081)  -0.14
C (-2.235, 7.721, 0.112)  -0.99
C (-2.466, 6.297, -0.359)  -0.61
H (4.008, 4.602, -3.125)  0.40
H (2.280, 4.403, -3.459)  0.26
H (3.423, 3.134, -3.911)  0.35
H (2.887, 3.970, -1.001)  0.52
H (3.940, 2.684, -1.531)  0.44
H (3.227, 0.680, -2.015)  0.69
H (-2.498, 1.385, -1.169)  0.66
H (1.051, 4.789, -1.472)  0.78
H (-1.883, 6.630, -2.958)  0.19
H (-0.167, 6.267, -2.807)  0.38
H (-0.573, 8.723, -2.706)  0.40
H (0.111, 8.123, -1.179)  0.36
H (-2.744, 8.610, -1.696)  0.40
H (-1.771, 9.558, -0.786)  0.35
H (-3.115, 8.120, 0.609)  0.44
H (-1.379, 7.784, 0.779)  0.37
H (-3.381, 6.256, -0.966)  0.44
H (-2.631, 5.685, 0.522)  0.49
F (-5.567, -6.905, -1.396)  -0.25
C (-4.615, -6.407, -2.204)  0.63
F (-5.002, -6.631, -3.470)  -0.24
F (-3.498, -7.098, -1.988)  -0.24
C (-4.467, -4.922, -1.962)  -0.12
C (-5.645, -4.211, -1.810)  -0.24
C (-5.630, -2.837, -1.620)  -1.08
C (-4.407, -2.215, -1.572)  0.11
N (-3.260, -2.889, -1.719)  -0.50
C (-3.251, -4.230, -1.923)  0.70
S (-1.648, -4.915, -2.121)  -0.32
H (-6.586, -4.744, -1.831)  0.49
H (-6.546, -2.274, -1.511)  0.43
H (-4.315, -1.147, -1.423)  0.43
C (-0.808, -0.156, 4.335)  -1.11
C (0.672, -0.541, 4.331)  -0.02
C (1.503, 0.260, 3.331)  -0.80
C (1.189, -0.052, 1.867)  -1.12
N (1.639, -1.395, 1.497)  1.54
C (0.886, -2.493, 1.306)  -0.72
Se (-1.003, -2.511, 1.271)  -0.09
N (1.696, -3.520, 1.023)  1.19
C (1.327, -4.926, 0.794)  -1.08
C (1.727, -5.814, 1.969)  -0.77
C (0.957, -5.524, 3.256)  0.04
C (-0.509, -5.951, 3.190)  -1.13
C (3.017, -3.069, 0.995)  0.34
C (4.205, -3.718, 0.685)  -1.06
C (5.355, -2.955, 0.719)  -0.86
C (5.323, -1.590, 1.047)  -0.94
C (4.136, -0.948, 1.344)  -0.86
C (2.983, -1.724, 1.306)  0.71
H (-1.317, -0.589, 5.197)  0.38
H (-1.328, -0.506, 3.442)  0.17
H (-0.926, 0.931, 4.392)  0.32
H (0.783, -1.613, 4.129)  -0.09
H (1.088, -0.375, 5.326)  0.41
H (2.567, 0.078, 3.503)  0.32
H (1.329, 1.328, 3.489)  0.49
H (1.703, 0.650, 1.208)  0.08
H (0.122, 0.008, 1.665)  0.54
H (1.828, -5.236, -0.121)  0.40
H (0.256, -4.972, 0.624)  0.29
H (2.800, -5.709, 2.144)  0.37
H (1.551, -6.850, 1.667)  0.51
H (1.028, -4.456, 3.497)  -0.09
H (1.449, -6.052, 4.074)  0.40
H (-1.085, -5.339, 2.494)  0.16
H (-0.981, -5.864, 4.170)  0.39
H (-0.594, -6.995, 2.873)  0.33
H (4.233, -4.764, 0.407)  0.49
H (6.305, -3.419, 0.483)  0.44
H (6.251, -1.030, 1.065)  0.44
H (4.110, 0.108, 1.588)  0.50

Computed properties:
Frontier orbital gap, eV: 7.446
Calculated total energy, eV: -146367.314
Highest occupied orbital energy, eV: -12.5
Lowest unoccupied orbital energy, eV: -5.04
ΔE to the lowest compared entry with this formula, charge and spin, kcal per mole: 0.0
Charge: +2